Here is a cluster of 2 separate species, C14H16 in total in a non-equilibrium geometry from the OMol25 dataset. Energies are from the ωB97M-V functional and the def2-TZVPD basis.

Computed properties:
relative energy (zero: lowest compared OMol25 entry of this formula, charge and spin) = 48.53 kcal per mole
LUMO = 0.92 eV
SMILES string = Cc1ccccc1.Cc1ccccc1

ORCA input file:
```
! RIJCOSX wB97M-V def2-TZVPD def2/J DEFGRID3
* xyz 0 1
C -2.514 -2.916 0.320
C -2.231 -1.606 -0.412
C -1.127 -0.773 -0.121
C -0.817 0.375 -0.844
C -1.731 0.942 -1.822
C -2.789 0.132 -2.149
C -3.057 -1.068 -1.449
H -3.645 -2.987 0.458
H -1.932 -2.947 1.331
H -2.270 -3.700 -0.335
H -0.557 -1.064 0.708
H -0.002 0.970 -0.479
H -1.622 1.907 -2.228
H -3.640 0.515 -2.767
H -4.036 -1.620 -1.678
C 1.758 -0.454 2.837
C 1.878 0.323 1.529
C 1.717 1.664 1.535
C 2.053 2.490 0.512
C 2.389 1.753 -0.603
C 2.442 0.379 -0.678
C 2.157 -0.467 0.452
H 0.928 -1.174 2.975
H 1.854 0.232 3.726
H 2.686 -1.090 3.059
H 1.331 2.148 2.467
H 2.150 3.621 0.699
H 2.759 2.130 -1.505
H 2.827 -0.118 -1.624
H 2.391 -1.465 0.552
*
```

Results of the Löwdin charge analysis, in e, for atoms 1 through 5: C -0.056; C -0.265; C -0.057; C -0.047; C -0.066